Below is a single C7H6 molecule at a distorted geometry, with properties calculated with wB97M-V/def2-TZVPD.

Cartesian coordinates (Å):
C (-0.030, 1.152, -0.177)
C (0.407, -1.202, -0.328)
C (1.651, -0.878, 0.374)
C (-0.881, -1.402, -0.159)
C (-1.922, -0.523, -0.112)
C (1.084, 0.252, -0.502)
C (-1.348, 0.825, 0.176)
H (1.479, 0.360, -1.487)
H (-2.945, -0.540, 0.053)
H (0.324, 2.114, -0.047)
H (-2.099, 1.450, 0.619)
H (1.612, -0.481, 1.422)
H (2.669, -1.129, 0.167)

The value obtained for the maximum force is 4.04 eV/A. The calculation puts the energy above the lowest of the compared OMol25 structures with the same formula, charge and spin at 312.9 kJ/mol. Its SMILES is C1=CC=C[C@H]2CC=12. As for the total charge: 0. The gap between HOMO and LUMO comes out at 8.0 eV. The calculation puts the total energy at -7350.2562 eV. The LUMO energy is -0.004 Eh.



Below is a single C5H5FO2 molecule at a distorted geometry, with properties calculated with wB97M-V/def2-TZVPD.

Cartesian coordinates (Å):
F (-1.029, -1.490, -1.656)
O (0.104, -2.553, 0.725)
O (1.853, -0.432, 1.766)
C (-0.333, 0.668, -0.849)
C (-0.912, -0.681, -0.595)
C (0.457, 1.070, 0.398)
C (0.108, -1.381, 0.495)
C (0.913, -0.243, 1.054)
H (-1.903, -0.676, -0.081)
H (1.358, 1.775, 0.300)
H (0.490, 0.757, -1.635)
H (-0.931, 1.491, -1.197)
H (-0.173, 1.693, 1.277)

The value obtained for the maximum force is 4.12 eV/A. The calculation puts the energy above the lowest of the compared OMol25 structures with the same formula, charge and spin at 110.2 kJ/mol. Its SMILES is O=C1CC[C@@H](F)C1=O. As for the total charge: 0. The gap between HOMO and LUMO comes out at 8.5 eV. The calculation puts the total energy at -12076.7467 eV. The LUMO energy is -0.035 Eh.